{"formula": "C29H38As2BN2O14V", "method": "ωB97M-V with the def2-TZVPD basis set", "symbols": ["V", "O", "C", "O", "C", "C", "C", "C", "C", "N", "C", "O", "O", "H", "H", "H", "B", "C", "N", "H", "H", "H", "C", "C", "C", "O", "H", "H", "H", "H", "H", "H", "C", "C", "C", "O", "C", "H", "H", "H", "H", "H", "H", "H", "H", "C", "O", "C", "O", "C", "C", "As", "C", "C", "C", "As", "C", "C", "O", "O", "C", "C", "O", "O", "C", "C", "O", "O", "C", "H", "H", "H", "H", "H", "H", "H", "H", "H", "H", "H", "H", "H", "H", "H", "H", "H", "H"], "xyz": [[-0.1279, -0.0234, 0.5546], [-1.7640, -3.7300, 0.9150], [-1.3606, -2.6039, 1.0812], [-0.5219, -1.9468, 0.3149], [-1.7966, -1.7406, 2.2495], [-2.7104, -2.0309, 3.2376], [-2.9080, -1.0742, 4.2316], [-2.1652, 0.1021, 4.2360], [-1.2609, 0.3008, 3.2133], [-1.1340, -0.5934, 2.2432], [-0.2100, 1.3920, 3.0615], [-0.1519, 2.3231, 3.8313], [0.5792, 1.0990, 2.0689], [-3.2429, -2.9719, 3.2114], [-3.6265, -1.2588, 5.0209], [-2.2562, 0.8475, 5.0147], [1.0698, 1.0674, -3.6118], [0.9440, 1.1558, -1.9928], [0.0060, 0.1279, -1.4467], [1.8662, 1.8610, -4.1009], [1.4203, -0.0955, -3.8520], [-0.0534, 1.2061, -4.0953], [3.8757, -1.8912, 1.0719], [2.4235, -1.6311, 1.3232], [1.7007, -2.5533, 2.2516], [1.8684, -0.7232, 0.7257], [4.3913, -2.1436, 1.9984], [4.3448, -1.0344, 0.5992], [3.9463, -2.7588, 0.4050], [2.3632, -2.8806, 3.0512], [1.4023, -3.4352, 1.6727], [0.8144, -2.0860, 2.6674], [-1.8205, 3.3005, -1.1359], [-0.6893, 3.2285, -2.1670], [0.4602, 2.4894, -1.4534], [-0.0243, 2.2810, -0.0775], [-1.0696, 3.2181, 0.1787], [-2.4672, 2.4304, -1.2287], [-2.4275, 4.2036, -1.2186], [-0.3596, 4.2333, -2.4321], [-0.9771, 2.7198, -3.0818], [1.3326, 3.1424, -1.3993], [1.9307, 0.9798, -1.5420], [-0.6318, 4.1828, 0.4484], [-1.6565, 2.8580, 1.0229], [3.7374, -1.3183, -2.7005], [2.3754, -1.6002, -2.3563], [1.9652, -2.8533, -2.2226], [2.6693, -3.8294, -2.1908], [0.4610, -2.8922, -2.2709], [-0.2026, -4.0138, -2.0293], [-2.0921, -4.3022, -2.4712], [-2.5768, -5.6134, -1.1112], [-2.8619, -2.7052, -1.6182], [-2.2280, -1.5404, -1.6295], [-0.4748, -1.1866, -2.4776], [-1.1561, -1.2423, -4.2672], [-2.8318, -0.3658, -0.9004], [-2.2806, 0.2786, -0.0294], [-4.0456, -0.0937, -1.3317], [-4.8342, 0.8347, -0.5529], [-4.1505, -2.8184, -0.8217], [-4.2475, -2.4115, 0.2998], [-5.2173, -3.3956, -1.4045], [-5.2579, -3.5956, -2.8262], [0.4835, -5.2502, -1.4996], [0.9192, -5.3492, -0.3908], [0.4080, -6.2458, -2.3964], [0.9987, -7.4948, -1.9954], [3.7169, -0.8441, -3.6783], [4.3310, -2.2274, -2.7152], [4.1170, -0.6148, -1.9695], [-2.7179, -6.5688, -1.6060], [-3.5028, -5.3096, -0.6270], [-1.8053, -5.6768, -0.3461], [-1.6719, -2.1942, -4.3580], [-0.3305, -1.1574, -4.9632], [-1.8389, -0.4092, -4.3958], [-5.8646, 0.5248, -0.6895], [-4.6861, 1.8415, -0.9312], [-4.5545, 0.7843, 0.4947], [-6.3093, -3.6296, -3.0919], [-4.7958, -4.5407, -3.1003], [-4.7770, -2.7763, -3.3575], [0.4701, -8.2677, -2.5443], [0.8972, -7.6415, -0.9246], [2.0516, -7.4910, -2.2681]], "forces_ev_per_angstrom": [[0.4, 1.1, 0.1], [0.2, -0.2, 0.0], [0.2, 0.8, -0.1], [-0.4, -0.8, 0.4], [0.1, 0.0, -0.3], [-0.1, 0.0, 0.1], [0.0, -0.1, 0.0], [-0.1, 0.0, 0.1], [0.1, 0.0, 0.0], [-0.4, -0.2, 0.6], [0.2, -0.3, -0.3], [0.0, 0.1, 0.1], [-0.3, 0.4, 0.5], [0.0, 0.0, 0.0], [0.0, 0.0, 0.0], [0.0, 0.0, 0.0], [-0.1, 0.0, -0.1], [-0.2, -0.2, 0.2], [0.5, 0.1, -1.2], [-0.1, -0.1, 0.1], [-0.1, 0.1, -0.1], [0.1, 0.1, 0.0], [0.0, -0.1, 0.0], [-0.1, 0.0, -0.1], [0.1, -0.1, 0.0], [0.0, 0.2, -0.2], [0.0, 0.0, 0.0], [0.0, 0.0, -0.1], [0.0, 0.0, 0.0], [0.0, 0.0, 0.0], [0.0, 0.0, 0.0], [0.0, 0.0, 0.0], [0.0, 0.0, -0.1], [0.0, 0.0, 0.1], [-0.1, 0.1, 0.2], [0.2, -0.3, -0.5], [0.1, -0.1, 0.0], [-0.1, 0.0, 0.0], [0.0, 0.0, 0.0], [0.0, 0.0, -0.1], [0.0, 0.0, 0.0], [0.0, 0.1, 0.1], [0.0, 0.0, 0.1], [0.0, 0.1, 0.0], [0.0, 0.0, 0.0], [-0.1, -0.1, 0.0], [0.1, -0.1, 0.3], [-0.3, 0.1, -0.4], [0.1, -0.1, 0.1], [0.2, 0.2, 0.4], [0.0, -0.3, 0.0], [0.0, 0.0, 0.1], [0.1, -0.2, 0.1], [-0.1, -0.2, 0.2], [0.2, 0.4, 0.1], [-0.6, -0.4, 0.4], [0.3, 0.4, -0.3], [0.3, -0.4, -0.3], [0.2, 0.0, 0.4], [-0.3, 0.1, 0.0], [0.0, -0.1, -0.1], [0.0, 0.0, -0.5], [0.0, 0.1, 0.2], [0.0, 0.0, -0.1], [0.0, 0.1, 0.2], [-0.2, 0.1, -0.4], [0.1, 0.0, 0.2], [0.0, 0.0, 0.1], [0.0, 0.1, -0.1], [0.0, 0.0, 0.0], [0.0, -0.1, 0.0], [0.1, 0.1, 0.1], [0.0, -0.1, 0.0], [0.0, 0.0, 0.0], [-0.1, 0.0, -0.1], [-0.1, -0.1, 0.0], [0.0, 0.0, -0.1], [0.0, 0.0, -0.1], [0.0, 0.0, 0.0], [0.0, 0.1, 0.0], [0.0, 0.0, 0.0], [0.0, 0.0, 0.0], [0.0, -0.1, 0.0], [0.0, 0.0, 0.0], [0.0, 0.0, 0.0], [0.0, 0.0, 0.0], [0.0, 0.0, 0.0]], "relative_energy_ev": 2.019, "homo_lumo_gap_ev": [7.89, 8.12], "multiplicity": 3, "e_homo_ev": [-8.10, -8.46], "s2": 2.011}